This record from the OMol25 dataset describes a single C22H32N2O4 molecule. The level of theory is the ωB97M-V functional and the def2-TZVPD basis.

Element x y z (Å)
C 2.93744 4.56424 -6.71677
O 2.46456 4.36074 -5.40780
C 1.13083 4.77586 -5.20668
C 0.09257 3.78659 -5.78063
C -0.86874 3.27064 -4.72025
O -2.04632 3.58049 -4.74000
N -0.35264 2.48650 -3.74771
C 0.98394 1.94336 -3.67772
C 0.94762 0.43713 -3.95169
C 0.01750 -0.26221 -2.95492
O 0.62546 -0.13901 -1.67823
C 0.24751 -0.94416 -0.65351
C -0.69482 -1.96670 -0.71947
C -0.96844 -2.72124 0.40524
C -0.33829 -2.47154 1.61838
C -0.69116 -3.33826 2.77978
O -1.07879 -4.48389 2.64050
N -0.56037 -2.74943 3.99039
C -0.85446 -3.42921 5.23274
C 0.39270 -3.51488 6.12007
C 0.79220 -2.14977 6.67502
C -0.36849 -1.52194 7.44053
C -1.59153 -1.38419 6.53898
C -2.00342 -2.74467 5.98120
C 0.61430 -1.45624 1.67665
C 0.90358 -0.70713 0.55788
C -1.36769 0.39886 -2.98415
C -1.23882 1.90571 -2.76054
H 2.89503 5.62548 -6.98897
H 2.36495 3.98985 -7.45381
H 3.97272 4.22920 -6.72540
H 1.01691 4.85793 -4.12264
H 0.98207 5.77264 -5.64143
H 0.61052 2.94582 -6.24517
H -0.51902 4.27243 -6.54134
H 1.65565 2.44238 -4.37135
H 1.36287 2.10171 -2.66240
H 1.95275 0.02582 -3.85753
H 0.58259 0.24903 -4.96261
H -0.06338 -1.32491 -3.22598
H -1.21501 -2.19206 -1.63705
H -1.68740 -3.52513 0.35812
H -0.30197 -1.77891 4.04416
H -1.16154 -4.43907 4.93824
H 0.17845 -4.19067 6.95003
H 1.21469 -3.94185 5.54230
H 1.65387 -2.26470 7.33585
H 1.09324 -1.48774 5.85954
H -0.07595 -0.54239 7.82471
H -0.62028 -2.15475 8.29448
H -2.42279 -0.95747 7.10398
H -1.36778 -0.69553 5.72043
H -2.31026 -3.39168 6.80502
H -2.85454 -2.63262 5.30672
H 1.16366 -1.26453 2.58738
H 1.64795 0.07339 0.58919
H -2.00637 -0.02547 -2.20862
H -1.82764 0.21080 -3.95544
H -2.21088 2.39179 -2.85483
H -0.82931 2.09557 -1.76287

Computed properties:
- Orbital gap: 9.37 eV
- Multiplicity: 1
- SMILES: COCCC(=O)N1CCC(Oc2ccc(C(=O)NC3CCCCC3)cc2)CC1

This record from the OMol25 dataset describes a single C3H5P3 molecule in a non-equilibrium geometry. The level of theory is the ωB97M-V functional and the def2-TZVPD basis.

Element x y z (Å)
C -1.10980 0.04401 -1.44781
C -0.29651 -0.18770 -0.24887
P -0.40297 1.24087 0.93795
P 1.21347 0.60084 2.33510
C 1.45096 -0.91833 1.61889
P 0.62604 -1.55957 0.13784
H -1.16748 -0.90115 -1.99588
H -0.44676 0.59392 -2.11070
H -2.08387 0.44266 -1.23385
H 0.04159 2.14521 -0.08997
H 2.17534 -1.50075 2.09730

Computed properties:
- Orbital gap: 7.83 eV
- Multiplicity: 1
- SMILES: CC1=[PH]=PC=P1

This record from the OMol25 dataset describes 2 unconnected molecules or ions with the total composition C4H10S in a non-equilibrium geometry. The level of theory is the ωB97M-V functional and the def2-TZVPD basis.

Element x y z (Å)
C -1.86769 0.49791 0.72280
C -2.41144 0.28016 -0.46718
H -1.43793 -0.45470 1.13815
H -1.84505 1.45952 1.26197
H -2.89812 1.06758 -0.90139
H -2.16167 -0.62337 -0.89967
C 1.14654 -1.40951 -0.78672
S 0.72290 0.37646 -0.82654
C 1.64850 0.96981 0.60507
H 0.92646 -1.62111 -1.75071
H 2.22541 -1.69788 -0.45079
H 0.46209 -2.04215 -0.24270
H 2.47822 0.25516 0.98769
H 2.24882 1.80178 0.36214
H 0.76294 1.14032 1.24791

Computed properties:
- Orbital gap: 8.95 eV
- Multiplicity: 1
- SMILES: C=C.CSC

This record from the OMol25 dataset describes a molecular structure, C33H36NO in a non-equilibrium geometry. The level of theory is the ωB97M-V functional and the def2-TZVPD basis.

Element x y z (Å)
C 0.00757 5.54696 -0.81527
O -1.21297 5.14646 -0.16587
C -1.32817 4.01405 0.56081
C -2.49835 3.87673 1.34732
C -2.62117 2.82936 2.24556
C -1.60546 1.86062 2.33561
C -1.71191 0.83737 3.60805
C -0.44683 -0.12313 3.34509
C -0.63758 -1.35276 2.68669
C 0.35986 -2.31579 2.65392
C 1.62601 -2.05862 3.16743
C 2.66631 -3.12799 3.24698
C 1.90183 -0.75855 3.60205
C 0.89056 0.20336 3.68591
C -0.52120 1.93393 1.42765
C -0.37337 2.97908 0.53876
H -0.21173 6.55711 -1.17083
H 0.85133 5.57498 -0.11350
H 0.24907 4.89965 -1.66582
H -3.29050 4.62092 1.26070
H -3.46732 2.77000 2.93848
H -2.73789 0.33622 3.41387
H -1.63380 -1.51282 2.25710
H 0.12983 -3.28997 2.20969
H 3.63560 -2.79026 2.86274
H 2.84516 -3.44623 4.28143
H 2.35240 -4.01826 2.69303
H 2.93589 -0.48179 3.86414
H 1.20350 1.24167 3.90849
H 0.26703 1.15936 1.49896
H 0.45910 2.96835 -0.16217
C -5.37070 -5.65416 5.60430
C -6.21336 -4.55293 5.71192
C -5.71366 -3.24100 5.55408
C -6.57317 -2.11290 5.62387
C -6.07924 -0.82217 5.41414
C -4.70092 -0.63984 5.19819
C -3.81004 -1.69647 5.30864
C -2.29580 -1.45674 5.25976
C -1.80047 -0.15464 5.91078
C -0.54164 -0.05756 6.72835
C -0.62151 1.36440 7.38179
C -0.12134 2.40866 6.41890
C -0.90879 2.30973 5.14686
N -1.86054 1.18511 4.91972
C -2.98125 1.82559 6.39774
C -2.12293 1.72928 7.64139
C -4.30270 -3.04398 5.34686
C -3.48369 -4.18460 5.19249
C -4.00371 -5.46406 5.32302
H -5.76878 -6.65621 5.74722
H -7.27105 -4.67324 5.94467
H -7.63103 -2.28499 5.81334
H -6.75698 0.02495 5.41525
H -4.32597 0.34379 4.92672
H -1.78110 -2.23700 5.83109
H -2.03878 -1.65383 4.23184
H -2.57397 -0.17311 6.70878
H -0.59228 -0.83659 7.49347
H 0.36371 -0.21094 6.15602
H -0.03810 1.37632 8.30643
H -0.17933 3.43824 6.82154
H 0.93392 2.25221 6.14423
H -1.51332 3.17858 4.92119
H -0.11765 2.31589 4.41244
H -3.26155 2.83461 6.08968
H -3.87242 1.21518 6.39722
H -2.52632 0.99014 8.35085
H -2.18766 2.70119 8.14425
H -2.41568 -4.05306 4.96658
H -3.34725 -6.33021 5.22035

Computed properties:
- Orbital gap: 6.96 eV
- Multiplicity: 1
- Total charge: +1

Q: Which energy above the lowest of the compared OMol25 structures with the same formula, charge and spin values were calculated for the entries above? A: 163.6, 34.5, 254.8, 227.1, in kJ/mol.
Q: Which LUMO values were calculated for the entries above? A: 0.68, -0.70, 1.04, -3.50, in eV.